Entry 1:
Computed, not measured: a structure of composition C47H42AsN4O5P2SSn, with ωB97M-V with the def2-TZVPD basis set.

Structure (ORCA input):
```
! wB97M-V def2-TZVPD RIJCOSX def2/J DEFGRID3
* xyz -1 1
O 2.3084 2.5663 6.3739
H -1.6886 1.8212 -3.0659
C -3.2442 -1.1210 -2.5206
C 1.4383 1.8962 3.0196
Sn -0.0979 0.4815 0.8006
H -0.8959 -3.3097 0.4694
H -1.7445 0.0835 -5.1754
C 5.4906 -1.8156 -0.6079
H 2.1812 -0.2747 -3.5228
C -0.4565 4.0844 -3.1978
C -5.1080 3.9909 0.1219
H -0.0411 -6.3093 -2.9301
H 1.4162 8.0502 2.1835
C 5.3992 -1.1075 1.6473
H 6.3135 -2.4970 -0.3704
C -2.2064 -0.2169 -2.7012
O 3.1421 3.4623 3.6955
H 2.0019 2.5097 -1.4960
P 2.8480 -0.1534 -0.0163
H 2.0222 4.0125 -5.5066
P -0.4334 -0.6251 -2.5165
H -6.1540 4.1945 0.3164
C -3.2335 2.4517 0.2008
H 4.8709 0.7316 -1.1040
C -0.4477 -2.4603 -2.6910
H 2.1927 -2.3691 -0.8345
H 5.5917 -1.4867 -1.6457
H -1.4172 -1.9236 -0.2891
C -0.6704 0.1498 -5.2791
N 4.2424 -2.5574 -0.4688
H -4.0375 2.5908 -3.2370
N 5.5953 -0.6600 0.2720
H 3.0745 -0.1099 2.4143
C -0.1436 -4.4654 -4.0162
C 0.7766 5.8332 -0.2938
H -1.4771 4.4287 -3.0671
C 0.1952 4.2652 -4.4095
C 2.9982 -0.9204 1.6850
H -0.2321 -2.4855 -4.8180
H 3.2473 -1.5588 -2.0001
H 1.6706 0.9021 -7.6092
C -2.9274 4.7336 -0.5263
C -4.5606 -0.6913 -2.6178
C -0.3541 -4.6371 -1.6335
C 0.1951 3.4595 -2.1424
C 1.2321 6.9850 0.3321
H -0.7777 0.7587 -7.3294
C 1.5358 -0.0558 -4.3661
C 0.1177 4.8503 0.4360
C -0.5241 -3.2557 -1.5284
C -3.8163 1.5474 -3.0475
N -0.7273 -2.6640 -0.2880
H 2.0808 -1.4752 1.9062
H 0.2299 6.3165 3.4909
C 0.8934 1.0202 5.1396
C 2.2805 2.6375 3.9474
H 6.2161 -1.7909 1.8985
H -3.0322 -2.1609 -2.2995
C 0.1553 -0.1488 -4.1970
C -0.2721 -3.0887 -3.9209
C 4.0790 -2.9398 0.9302
H 3.1180 -3.4462 1.0496
H 4.7632 1.2300 0.5946
O -0.1143 0.1371 3.0658
H -0.3813 -5.2469 -0.7375
H 5.4365 -0.2453 2.3159
C -2.3918 3.4700 -0.2800
H -4.6609 5.9959 -0.5157
C -0.1596 -5.2353 -2.8647
H -0.0240 -4.9313 -4.9855
C 2.0820 0.3115 -5.5850
C 3.1040 -1.7712 -0.9356
H -5.8781 0.9721 -2.9458
H -5.2238 1.9538 0.7856
H -2.2679 5.5329 -0.8508
N 4.1404 -1.8120 1.8462
C -2.5054 1.1224 -2.9496
O 1.3752 2.0107 1.7399
C -0.1244 0.5296 -6.4963
C 0.6610 0.9400 3.6982
H -5.3621 -1.4044 -2.4714
As -0.4673 3.1579 -0.3290
H 3.1932 2.9019 -3.6313
C 1.5053 3.0170 -2.3188
C 2.1658 3.2238 -3.5181
C 4.6429 0.3859 -0.0904
H -0.5941 4.2782 2.3760
S -2.7196 0.8251 0.6182
H 3.1568 0.3746 -5.7031
H 4.8862 -3.6329 1.1872
C -4.8510 0.6356 -2.8856
H 1.7479 7.7404 -0.2476
H 0.9468 5.7057 -1.3555
C 1.8957 2.1407 5.3218
C -4.5929 2.7388 0.3900
C 0.3747 6.1892 2.4263
C -0.0866 5.0447 1.7995
H -0.3219 4.7517 -5.2269
C 1.5085 3.8492 -4.5681
C -4.2720 5.0010 -0.3411
C 1.2515 0.6098 -6.6545
C 1.0401 7.1616 1.6932
O 0.4112 0.3435 6.0267
*
```

Values from the calculation:
- E_HOMO (eV) = -4.52
- frontier orbital gap (eV) = 6.655
- lowest unoccupied orbital energy (eV) = 2.1
- F_max (eV/A) = 1.094
- calculated total energy (Ha) = -5942.510768

Mulliken atomic charge list, values in e, 5 entries: -0.63, 0.28, -0.70, 0.29, 1.80

---

Entry 2:
Computed, not measured: a cluster of 8 separate species, C47H43ClF9NO4P2 in total, with ωB97M-V with the def2-TZVPD basis set.

Structure (ORCA input):
```
! wB97M-V def2-TZVPD RIJCOSX def2/J DEFGRID3
* xyz 0 1
C 3.5302 5.4815 8.4185
C 3.5828 -1.3250 -3.7822
C 1.4991 5.0084 -9.3422
H -1.3680 3.7477 -6.5124
H 0.5261 2.1552 -6.4394
F -0.1434 -4.2915 3.6248
F 3.8662 3.0489 0.3486
H -3.2328 0.6950 3.7983
C 5.1347 -0.2355 -2.2865
H 1.4381 0.7375 0.6951
H -0.8707 -8.6602 4.4433
C -8.2887 -6.7865 1.6710
C -0.7361 3.7840 -3.1881
C -2.4582 -2.8130 -0.5119
H -2.1900 4.7843 -4.4005
H 3.7099 2.0930 8.2530
C 2.9925 3.9285 0.8683
C 1.0070 -5.9524 2.4099
H 6.1537 -0.0202 -1.9828
H 3.1447 2.1367 -8.6059
H -5.4801 -9.4477 1.5309
H 0.7699 -9.3242 2.7100
H 1.6115 1.6070 -4.2815
C 4.0072 3.8285 -9.6331
C -6.2675 -8.7025 1.5748
C 0.7828 2.3071 -4.3121
C -2.6695 0.0779 0.5962
H 1.9482 2.4921 6.5371
C -3.9595 0.6614 2.9080
F 0.7496 3.0603 -8.2486
H 0.4892 6.4492 2.3566
C 4.0685 0.2963 -1.5688
C 0.0928 -5.5941 3.3879
C 1.6351 4.6623 2.7037
H 1.3089 6.7429 0.0373
C 2.5571 5.7007 7.4489
H 5.7227 -1.4558 -3.9575
C 2.5265 5.7056 -9.9695
H -4.3088 -0.4036 2.6518
H -3.5267 -0.2911 -0.0673
C 2.0012 4.6177 6.7861
H 2.3511 6.7090 -10.3431
C 3.3833 3.1031 8.0300
C 0.5794 -8.2727 2.9005
F 1.0576 4.8282 5.8538
C 2.9832 3.1351 -8.9960
H -4.9060 1.2622 3.1475
F -1.1768 4.3519 -2.0543
C 2.5168 -0.8015 -3.0572
C -0.5827 -6.5533 4.1258
H 4.9823 3.3682 -9.7522
P 0.4377 -1.1538 1.2309
O 1.1660 -2.3139 2.3103
C 1.6563 5.9061 0.6339
Cl -1.4496 0.9569 -0.5162
C 1.2555 -7.2998 2.1691
C 3.7784 5.1148 -10.1168
C 2.5351 3.7487 2.1643
P -1.7559 -1.2701 1.5603
C 3.9443 4.1839 8.7065
C -5.9455 -7.3513 1.6664
H 1.2776 4.5355 3.7202
H 4.7067 4.0128 9.4601
H 2.2290 6.7045 7.2055
H 2.8819 2.9001 2.7427
N -2.1585 -2.9269 0.9275
F -9.8837 -8.5159 1.5446
H 1.4919 -1.0157 -3.3384
H -7.8700 -10.1459 1.4769
O -3.4609 -2.9105 2.8767
H -9.0877 -6.0548 1.7014
C -3.3017 1.2468 1.5355
H 3.9653 6.3219 8.9492
C 2.4021 3.3210 7.0680
H 0.5158 5.4494 -9.2266
C 1.1947 5.7384 1.9377
C 2.5647 4.9988 0.0980
H 2.9412 5.1173 -0.9116
H 1.9757 -7.5909 1.4118
H 0.8000 2.6800 -2.1856
H 4.2376 0.9343 -0.7093
F 1.7434 0.5165 -1.2604
C -3.3145 -3.3989 1.7215
C -6.9553 -6.3920 1.7177
H 4.5792 5.6569 -10.6099
F -4.2392 -4.3922 1.3203
C -7.6009 -9.0979 1.5393
C 0.1717 2.6132 -5.5252
C -0.3420 -7.9008 3.8770
H 0.4195 -2.5723 2.9250
O -1.5721 -2.2845 -1.2380
H -4.1958 1.6956 0.9490
H 1.5174 -5.1811 1.8442
O 1.0203 0.4252 1.5402
H -6.7026 -5.3397 1.7931
C -1.3556 4.0923 -4.3897
H -1.2899 -6.2445 4.8871
C 4.8915 -1.0435 -3.3940
C -0.8956 3.5076 -5.5657
H -4.9051 -7.0429 1.6983
H -2.5324 2.0699 1.7149
C 1.7393 3.7316 -8.8594
C -8.5974 -8.1354 1.5847
C 0.3303 2.8999 -3.1374
H 3.3950 -1.9516 -4.6476
C 2.7725 0.0052 -1.9598
F -3.6701 -3.1944 -1.1427
*
```

Values from the calculation:
- E_HOMO (eV) = -7.63
- energy above the lowest of the compared OMol25 structures with the same formula, charge and spin (eV) = 3.974
- frontier orbital gap (eV) = 7.589
- lowest unoccupied orbital energy (eV) = 0.0
- structure (SMILES) = CC[C@@H](Cl)P(N(C(=O)F)C(=O)F)#P(O)O.Fc1ccccc1.Fc1ccccc1.Fc1ccccc1.Fc1ccccc1.Fc1ccccc1.Fc1ccccc1.Fc1ccccc1
- F_max (eV/A) = 6.245
- calculated total energy (Ha) = -4214.093321

Mulliken atomic charge list, values in e, 5 entries: -0.37, -0.53, -0.40, 0.39, 0.54

---

Entry 3:
Computed, not measured: a structure of composition C47H43ClN8O2P2Ti, with ωB97M-V with the def2-TZVPD basis set.

Structure (ORCA input):
```
! wB97M-V def2-TZVPD RIJCOSX def2/J DEFGRID3
* xyz 3 2
C -0.4941 2.6711 -1.9476
H 0.0010 4.4084 -1.0955
C -3.7270 0.8940 1.2212
C 4.5810 0.9441 1.8566
C -4.9777 1.7278 -3.7441
C 2.2311 1.8332 -3.0709
C -5.8037 1.6185 2.2373
Ti -0.2100 -0.0515 -0.1566
C 2.5039 0.4654 -2.9752
H 0.5105 -4.5429 1.4975
C -0.9495 -0.8049 -2.9467
C 0.9282 -3.5396 1.5992
C -5.1113 2.4297 3.1224
H -4.7397 -1.3044 -2.2833
H 3.8457 -5.7651 -1.6975
C -1.5972 1.9682 2.0896
H -4.6938 -5.3867 1.3556
C -1.1582 2.5939 -4.1019
C -3.5636 -2.8464 -0.5805
H -0.6195 -3.5825 3.6668
C -4.2367 2.4811 -2.8405
C -0.1547 -2.5683 1.9648
H 2.0793 -4.8626 -3.1756
C 2.9184 -0.2254 -4.1119
H -3.2607 -2.6666 -1.6008
H 0.7339 2.2362 2.3577
P -2.9518 -0.1516 -0.0613
N -0.7002 -1.3993 -1.7656
C 2.7409 1.7911 -5.4165
H -1.2426 2.7001 2.8157
C 2.8484 -2.0287 -1.4684
C -0.7611 -2.7332 -1.6907
C 5.6230 1.6373 1.2551
C -4.3644 -4.3930 1.0798
H -1.4591 4.2111 -5.2783
C -3.7320 2.4914 3.0482
C 3.6230 0.5019 -0.3407
C -0.8939 0.6754 -2.9710
H -4.6769 -3.5728 3.0382
C -5.1138 0.8630 1.2971
O 0.5887 1.9053 1.4564
N -0.8192 -2.7853 3.0849
H -1.7221 2.6655 -6.0422
N -0.0941 3.4219 -0.9136
H -1.5866 -3.4995 -4.8696
C 3.5597 -4.7231 -1.6273
H 6.3984 2.0732 1.8714
H -3.1899 3.1427 3.7245
H 4.9964 -4.2686 -0.0994
H 1.6794 -3.5744 2.3902
H 6.5030 2.2795 -0.5925
C 3.0296 0.4387 -5.3277
H -3.9799 -1.3127 2.4150
C -3.9522 -2.0958 1.6677
H 3.1870 -1.2703 -4.0586
H -4.1326 3.5510 -2.9756
C -3.7892 0.4895 -1.5451
C 2.3508 2.4931 -4.2816
C -3.0272 1.7345 2.1032
C 2.2059 -2.8805 -2.3701
N -1.4821 3.2061 -5.2282
H 1.4165 -3.2412 0.6750
C -4.5532 -0.2536 -2.4402
H -0.5665 -3.1701 -0.7258
C -1.2779 -1.5260 -4.0801
H -3.0884 2.4717 -1.0431
H -5.6732 0.2355 0.6131
C 3.8554 -2.5430 -0.6504
C -3.5657 -1.8106 0.3545
H -1.1053 -4.5987 -2.6691
C -3.9683 -4.1249 -0.2219
H 0.3861 3.0301 -0.1232
H 3.3640 -0.1037 -6.2030
H -1.4831 -0.9958 -4.9986
C -4.3516 -3.3753 2.0238
H 2.8420 2.3048 -6.3646
H -6.8843 1.5703 2.2725
N -1.1832 1.2358 -4.1021
O -0.4399 -1.5799 1.2457
H -5.6426 3.0199 3.8574
C 4.6914 1.1898 -0.9187
C 4.2046 -3.8839 -0.7299
H 2.1558 3.5574 -4.3379
N -0.8214 3.3273 -3.0441
C -1.0717 -3.5232 -2.7826
H -1.5843 -2.1821 3.3407
P 2.3253 -0.2940 -1.3369
C 3.6084 0.3934 1.0461
H 4.3879 -1.9014 0.0389
C 5.6800 1.7538 -0.1269
H 1.9675 2.3959 -2.1848
C -5.1380 0.3668 -3.5383
H -5.4494 2.2073 -4.5928
C -3.6432 1.8657 -1.7527
H -3.9891 -4.9093 -0.9683
N -0.7333 1.4532 1.3081
H 4.5368 0.8199 2.9304
C 2.5641 -4.2173 -2.4525
H -5.7401 -0.2187 -4.2216
C -1.3349 -2.9113 -3.9962
Cl 2.3279 -0.5504 1.7863
H 1.4506 -2.4928 -3.0427
H 4.7531 1.2790 -1.9956
N -0.5458 1.3070 -1.8151
*
```

Values from the calculation:
- E_HOMO (spin up / spin down) (eV) = -15.57 / -15.59
- energy above the lowest of the compared OMol25 structures with the same formula, charge and spin (eV) = 0.000
- frontier orbital gap (spin up / spin down) (eV) = 7.260 / 7.353
- lowest unoccupied orbital energy (spin up / spin down) (eV) = -8.3 / -8.2
- ⟨S²⟩ = 0.7555
- F_max (eV/A) = 0.562
- calculated total energy (Ha) = -4397.091681

Mulliken atomic charge list, values in e, 5 entries: -0.74, 0.36, 0.13, -0.73, -0.82

---

Entry 4:
Computed, not measured: a structure of composition C47H43I2KN10O4S2Se2, with ωB97M-V with the def2-TZVPD basis set.

Structure (ORCA input):
```
! wB97M-V def2-TZVPD RIJCOSX def2/J DEFGRID3
* xyz -2 1
C -3.2834 3.9926 -3.9021
N -1.9156 2.5065 -0.8074
H 1.0921 -5.3166 1.7502
H -6.9711 0.0888 -0.0216
C -6.0334 0.2850 0.5067
C -0.3428 -0.4672 3.5649
H -2.9360 6.0057 -2.0517
C 2.9382 0.0712 -2.2396
H 4.8085 0.9918 -2.7417
C 3.2223 -1.1962 1.1739
H -4.7563 -2.9099 -2.0357
I -3.9339 5.8056 -4.7284
H 5.0111 2.9231 -4.1606
C 0.2341 1.6061 4.4872
C 3.1643 -1.3581 2.5490
H 4.5227 1.7611 0.5136
H -0.7965 -1.4534 3.6028
C 1.7611 1.9072 -3.8348
H 3.6375 4.0217 -4.0046
S -4.0057 0.0778 2.7374
C -0.0793 -2.8220 -1.8842
H -3.7616 -4.7758 2.4825
C -5.6300 -2.0579 -0.2499
H 3.5187 -4.7214 2.5537
H -6.2744 0.7209 1.4766
H -2.6512 -6.9264 3.0780
H -3.7094 2.9363 -5.7000
C -4.6619 -2.0039 -1.4304
C -2.0726 -6.1089 2.6625
H -1.4984 -1.9192 -3.2120
H 4.3857 4.1288 4.8416
C 1.9687 -3.3361 -2.6955
H -0.7342 -2.7763 -1.0184
H -5.6925 2.2189 -0.3880
C 3.1422 1.9624 -3.6960
C -2.3849 2.6549 -2.0676
C 3.7347 1.0010 -2.8926
H 3.3821 -0.6822 -1.5965
H 0.2775 2.3262 5.3023
C 3.2993 3.5870 3.0726
H -4.8483 -1.1470 -2.0774
H -2.0307 5.6808 0.2352
N -5.4070 -1.0100 0.7430
C -2.6555 5.0207 -1.7004
C -0.3474 0.3677 4.6759
H -6.6641 -1.9621 -0.5947
C -5.1741 1.2611 -0.2887
N 0.2008 -0.1244 2.4145
C -4.4261 -1.1696 1.6669
C 0.7158 1.1276 2.3117
Se 3.8030 -3.8936 -2.4003
C -2.6240 -2.5698 1.3850
H -0.2164 -7.1923 2.7102
S 1.9080 2.8333 0.7958
H -1.4216 3.3851 0.9736
H 3.8025 3.0262 -5.4494
C -0.5186 -2.3673 -3.1171
C 3.9467 3.0395 -4.3668
H 3.2221 -2.8143 4.1305
H -4.9480 0.8914 -1.2888
Se 3.6344 -4.9352 -0.3658
C 0.0298 -5.2074 1.9276
C -2.9287 1.6320 -4.1919
O 1.1052 3.9943 1.1146
H -3.6341 -1.9322 -1.0727
O -1.9673 -1.7701 0.6833
N 6.7139 2.9503 4.3538
C -2.4490 1.4209 -2.8780
C -2.7928 3.9147 -2.5698
H -0.0285 0.8609 -3.2562
N 3.3982 -2.2118 0.3278
K -0.7732 0.2254 -0.0640
C -2.1640 4.8459 -0.4397
I -3.0221 -0.0433 -5.4360
C 3.2804 -2.6395 3.0630
N 0.7509 2.0094 3.3342
C 4.4148 3.5981 3.8954
C -1.8141 3.5498 -0.0235
C -0.7055 -6.2575 2.4599
H 2.3541 -2.9979 -4.7909
O -2.0864 0.3117 -2.4244
H 3.0024 -0.4991 3.1867
C 3.3350 2.9112 1.8628
C 3.4451 -3.7034 2.1913
N 1.1497 -3.3019 -1.6693
H 2.3869 4.0915 3.3556
O 2.4501 2.7543 -0.5416
N 1.6153 0.0287 -2.3586
N -3.8843 -2.4132 1.7427
H 3.0803 -0.2190 0.7298
C -0.5982 -4.0153 1.5930
C 1.6342 -2.9372 -3.9839
H 6.4848 3.0580 5.3302
C 0.3591 -2.4356 -4.1874
H -0.0368 -3.1890 1.1719
C 4.4980 2.2604 1.4741
H -0.8104 0.0781 5.6073
H 0.0577 -2.0765 -5.1644
C -1.9680 -3.8663 1.7856
H -5.5312 -3.0172 0.2542
H 1.2312 2.6304 -4.4443
C -2.6995 -4.9176 2.3294
C -3.3415 2.8698 -4.6844
H -4.2341 1.4373 0.2295
H 6.5152 1.7464 1.9922
C 5.5746 2.9229 3.5237
C 1.0489 0.9295 -3.1610
C 5.6110 2.2616 2.2986
H 7.3149 2.1509 4.2216
C 3.4933 -3.4228 0.8301
N 1.2080 1.4328 1.0827
*
```

Values from the calculation:
- E_HOMO (eV) = -2.57
- energy above the lowest of the compared OMol25 structures with the same formula, charge and spin (eV) = 0.000
- frontier orbital gap (eV) = 5.939
- lowest unoccupied orbital energy (eV) = 3.4
- F_max (eV/A) = 0.841
- calculated total energy (Ha) = -9460.145233

Mulliken atomic charge list, values in e, 5 entries: -0.16, 1.52, 0.23, 0.33, -1.28